# 1
Computed, not measured: C13H26FeN4OP2S as an isolated structure in a non-equilibrium geometry, with wB97M-V/def2-TZVPD.

Geometry as XYZ:
```
48
Properties=species:S:1:pos:R:3:lowdin_spin:R:1
Fe -0.079 -0.003 0.156 3.9119
P 0.752 2.026 0.254 0.0992
P 1.707 -1.279 0.428 0.1547
N -1.649 0.866 -0.756 0.0768
N -0.908 -1.545 -0.745 0.4452
H -3.369 0.357 -1.909 0.0016
H -2.907 -2.196 -1.083 0.0123
H -3.461 -0.124 -0.195 -0.0002
C -2.781 -0.029 -1.060 0.0081
H -2.089 -1.479 -2.504 0.0209
C -2.205 -1.401 -1.401 0.0499
H -2.387 2.514 -1.787 0.0029
H -0.826 -3.628 -1.048 -0.0008
C -1.583 2.080 -1.176 0.0181
C -0.306 -2.735 -0.661 0.0324
H -0.711 3.867 -0.326 0.0021
C -0.410 2.952 -0.859 0.0151
H 0.140 3.235 -1.768 0.0010
H 2.863 -1.285 -0.387 0.0344
H 2.285 -1.658 1.677 0.0272
H 1.991 2.481 -0.248 0.0157
H 0.621 2.852 1.412 0.0153
O 1.275 0.354 -1.707 0.2535
C 0.794 0.073 -2.980 0.0159
C 1.051 1.261 -3.895 0.0086
C 1.431 -1.206 -3.496 0.0048
H -0.312 -0.092 -2.951 0.0043
H 0.432 2.117 -3.613 0.0000
H 2.104 1.554 -3.837 0.0000
H 0.819 1.005 -4.933 0.0018
H 1.185 -2.065 -2.867 0.0015
H 1.072 -1.404 -4.511 0.0007
H 2.520 -1.097 -3.520 -0.0002
C 0.947 -2.816 -0.088 0.4377
H 1.456 -3.771 0.011 0.0197
C 0.524 -1.991 4.154 0.0055
N 0.496 -0.534 4.203 0.0161
C 1.219 0.293 5.062 0.0078
C 0.962 1.574 4.692 0.0088
N 0.097 1.507 3.615 0.0131
C -0.161 0.215 3.291 0.0369
S -1.078 -0.394 1.987 0.2138
H -0.481 -2.404 4.301 0.0016
H 0.892 -2.340 3.181 0.0026
H 1.189 -2.340 4.946 0.0002
H 1.853 -0.102 5.843 0.0006
H 1.284 2.517 5.096 0.0005
H -0.203 2.287 3.039 0.0005
```

Values from the calculation:
Spin multiplicity ... 7
Charge ... +2
Orbital gap (alpha / beta) ... 8.758 / 5.529 eV
Highest occupied orbital energy (alpha / beta) ... -14.405 / -14.362 eV
E ... -3149.1342 Ha

# 2
Computed, not measured: C5H6N2 as an isolated structure in a non-equilibrium geometry, with wB97M-V/def2-TZVPD.

Geometry as XYZ:
```
13
Properties=species:S:1:pos:R:3:lowdin_charge:R:1
C -1.661 0.118 -0.201 0.0517
C -0.371 -0.539 0.487 -0.2609
C 0.683 -1.237 -0.117 -0.2280
C 0.938 1.310 -0.044 -0.1588
C -0.241 0.423 -0.574 -0.3288
H -2.125 -0.280 -0.929 0.0210
H -2.016 0.470 0.850 0.1443
H -0.266 -0.173 1.600 0.1904
H 0.709 -2.437 0.107 0.1576
H 0.535 2.377 0.638 0.1951
H -0.073 0.062 -1.609 0.1611
N 1.919 -0.761 -0.210 0.0569
N 1.970 0.667 0.002 -0.0015
```

Values from the calculation:
Orbital gap ... 8.687 eV
Highest occupied orbital energy ... -8.381 eV
E ... -303.3326 Ha

# 3
Computed, not measured: C32H38Ge2N4O6S2ScSe as an isolated structure, with wB97M-V/def2-TZVPD.

Geometry as XYZ:
```
86
Properties=species:S:1:pos:R:3:lowdin_spin:R:1
Sc -0.601 -1.087 0.112 0.0487
O 1.407 1.274 5.276 0.0000
C 1.001 0.044 5.570 0.0000
O 0.997 -0.377 6.698 0.0000
C 0.530 -0.802 4.441 0.0000
C -0.039 -2.047 4.610 0.0000
N -0.371 -2.501 3.396 0.0000
N -0.068 -1.631 2.433 -0.0001
C 0.493 -0.599 3.048 0.0000
C 0.879 0.537 2.176 0.0004
O 1.179 1.641 2.653 0.0003
O 0.831 0.305 0.920 0.0010
H 1.325 1.473 4.313 0.0000
H -0.232 -2.605 5.510 0.0000
H -0.959 -3.297 3.180 0.0000
S -0.977 1.391 -1.502 0.0034
C -0.451 2.915 -0.876 0.0017
N 0.187 3.107 0.235 0.0021
C 0.428 4.491 0.635 0.0002
C 0.255 5.339 -0.627 0.0001
S -0.836 4.367 -1.718 0.0008
H 0.523 2.340 0.822 0.0000
H 1.435 4.572 1.042 0.0000
H -0.289 4.757 1.413 0.0001
H 1.198 5.487 -1.149 0.0000
H -0.204 6.300 -0.412 0.0000
C 1.522 0.162 -6.180 0.0001
Ge 0.033 0.418 -4.920 0.0003
C -0.949 2.063 -5.344 0.0001
C -1.195 -1.091 -4.965 -0.0007
Ge 1.000 0.689 -2.703 0.0063
C 2.114 2.314 -2.525 0.0011
C 2.350 3.103 -3.651 0.0000
C 3.189 4.210 -3.594 0.0000
C 3.812 4.547 -2.402 0.0000
C 3.584 3.779 -1.267 0.0000
C 2.741 2.678 -1.329 0.0001
C 2.065 -0.820 -2.068 0.0051
C 2.032 -1.937 -2.905 0.0040
C 2.832 -3.041 -2.658 0.0037
C 3.671 -3.052 -1.556 0.0022
C 3.714 -1.952 -0.711 0.0056
C 2.924 -0.842 -0.968 0.0053
H 1.678 -0.902 -6.355 0.0000
H 2.454 0.583 -5.805 0.0000
H 1.290 0.637 -7.134 0.0000
H -1.547 1.892 -6.240 0.0000
H -0.284 2.905 -5.532 0.0000
H -1.624 2.325 -4.529 0.0000
H -1.544 -1.231 -5.990 0.0000
H -2.047 -0.901 -4.314 -0.0001
H -0.720 -2.006 -4.615 -0.0007
H 1.882 2.853 -4.595 0.0000
H 3.363 4.800 -4.485 0.0000
H 4.477 5.400 -2.356 0.0000
H 4.070 4.032 -0.333 0.0000
H 2.563 2.108 -0.427 0.0000
H 1.356 -1.962 -3.751 0.0019
H 2.780 -3.899 -3.315 0.0001
H 4.286 -3.919 -1.350 0.0001
H 4.363 -1.956 0.156 0.0001
H 2.969 -0.011 -0.284 0.0000
C -3.729 -4.334 5.671 0.0000
C -3.546 -3.342 4.553 0.0001
C -3.398 -1.986 4.807 0.0000
C -3.230 -1.057 3.783 0.0001
C -3.045 0.392 4.134 0.0000
C -3.224 -1.496 2.451 0.0001
Se -2.940 -0.222 1.035 0.0010
C -3.402 -2.860 2.167 0.0003
C -3.437 -3.396 0.759 0.0011
C -3.545 -3.757 3.226 0.0000
H -3.643 -3.851 6.643 0.0000
H -2.986 -5.133 5.623 0.0000
H -4.712 -4.807 5.618 0.0000
H -3.406 -1.635 5.834 0.0000
H -3.133 0.543 5.209 0.0000
H -3.781 1.016 3.625 0.0000
H -2.064 0.751 3.810 0.0000
H -2.432 -3.592 0.371 0.0004
H -3.908 -2.686 0.082 0.0000
H -3.987 -4.336 0.729 0.0000
H -3.687 -4.809 2.997 0.0000
O -0.179 -2.905 -0.596 0.1589
N -0.578 -2.617 -1.857 0.6432
O -0.847 -1.251 -1.873 0.1014
```

Values from the calculation:
Spin multiplicity ... 2
Orbital gap (alpha / beta) ... 5.751 / 6.621 eV
Highest occupied orbital energy (alpha / beta) ... -6.614 / -7.510 eV
E ... -10025.1721 Ha

# 4
Computed, not measured: a 2-piece molecular cluster, C4H10N2O overall in a non-equilibrium geometry, with wB97M-V/def2-TZVPD.

Geometry as XYZ:
```
17
Properties=species:S:1:pos:R:3:lowdin_charge:R:1
C -0.703 0.003 -3.216 0.0368
C -1.116 0.554 -2.076 -0.2519
N -0.246 1.037 -1.087 -0.0509
C -0.723 1.333 0.052 -0.0401
H 0.320 -0.293 -3.416 0.0642
H -1.441 -0.050 -4.000 0.0506
H -2.182 0.636 -1.856 0.1011
H -0.109 1.772 0.832 0.0789
H -1.778 1.151 0.292 0.0892
N 0.367 -0.387 2.570 0.0008
C 1.479 -0.879 1.728 -0.3690
O 1.083 -0.951 0.407 -0.0849
H -0.351 -1.102 2.456 0.0686
H 0.654 -0.506 3.540 0.0633
H 2.323 -0.185 1.803 0.1088
H 1.821 -1.861 2.071 0.1105
H 0.603 -0.269 -0.099 0.0242
```

Values from the calculation:
Orbital gap ... 9.865 eV
Highest occupied orbital energy ... -9.394 eV
E ... -343.0762 Ha
SMILES ... C=CN=C.NCO

# 5
Computed, not measured: one molecule with the formula C5H9NO, with wB97M-V/def2-TZVPD.

Geometry as XYZ:
```
16
Properties=species:S:1:pos:R:3:lowdin_charge:R:1
C -1.775 -0.118 -0.618 -0.0517
C -1.111 0.581 0.546 -0.3245
N -0.606 -0.224 1.654 0.0508
C 0.350 0.494 0.799 -0.2273
C 1.153 -0.525 0.054 -0.2891
C 1.927 -0.253 -1.159 -0.1062
O 2.566 -0.433 0.097 -0.0329
H -1.910 0.586 -1.447 0.0789
H -2.756 -0.508 -0.329 0.0769
H -1.172 -0.952 -0.988 0.0722
H -1.583 1.524 0.828 0.1336
H -0.745 0.206 2.560 0.0957
H 0.875 1.383 1.155 0.1523
H 0.712 -1.493 0.302 0.1455
H 2.107 -1.032 -1.900 0.1105
H 1.968 0.764 -1.554 0.1152
```

Values from the calculation:
Orbital gap ... 10.804 eV
Highest occupied orbital energy ... -9.737 eV
E ... -325.8245 Ha
SMILES ... C[C@H]1N[C@H]1[C@H]1CO1

# 6
Computed, not measured: a 2-piece molecular cluster, C10H16O overall in a non-equilibrium geometry, with wB97M-V/def2-TZVPD.

Geometry as XYZ:
```
27
Properties=species:S:1:pos:R:3:lowdin_spin:R:1
C -2.412 1.054 1.885 0.0001
C -2.311 1.928 0.626 0.0003
C -1.439 -0.095 1.993 0.0009
H -2.369 1.746 2.728 0.0000
H -3.414 0.617 1.890 0.0000
H -1.878 2.876 0.943 0.0001
H -1.414 -0.484 3.007 0.0001
H -1.838 -0.919 1.395 0.0000
H -3.256 2.213 0.175 0.0000
H -1.562 1.603 -0.109 0.0003
H -0.428 0.134 1.618 0.0009
C 1.486 1.763 -0.863 0.0573
C 0.413 -1.659 -1.785 0.0438
C 1.428 -2.461 -1.144 0.2308
C 0.488 -0.323 -1.741 0.0566
C 1.521 0.283 -0.877 0.2574
C 2.511 -1.875 -0.489 0.1007
C 2.500 -0.496 -0.297 0.0806
O 1.304 -3.781 -1.336 0.1211
H -0.360 -2.198 -2.304 -0.0006
H -0.189 0.356 -2.229 0.0001
H 3.264 -2.484 -0.010 0.0010
H 0.525 -4.115 -0.898 0.0093
H 2.254 2.203 -0.234 -0.0004
H 0.470 2.047 -0.555 0.0209
H 3.175 -0.132 0.477 -0.0005
H 1.532 2.201 -1.864 0.0192
```

Values from the calculation:
Spin multiplicity ... 2
Charge ... +1
Orbital gap (alpha / beta) ... 9.840 / 6.093 eV
Highest occupied orbital energy (alpha / beta) ... -13.890 / -13.889 eV
E ... -465.5436 Ha

Short version: relative energy (zero: lowest compared OMol25 entry of this formula, charge and spin) = 1.4; 190.5; 33.3; 78.6; 71.0; 25.2 kcal/mol, in the order given.